No. 1
Computed, not measured: C5H10NOPS in the gas phase, with wB97M-V/def2-TZVPD.

Kohn-Sham gap	0.2544	hartree
energy	-29004.053	eV
HOMO energy	-8.225	eV
energy above the lowest of the compared OMol25 structures with the same formula, charge and spin	4.7384	eV
SMILES	[H]/P=C(\ON)C(=S)C(C)C
LUMO	-1.30	eV

```
19
Properties=species:S:1:pos:R:3:forces:R:3:mulliken_charge:R:1
H 1.2922 -1.5337 2.4245 -0.0708 0.5005 -0.6276 0.06
P 1.1472 -0.3405 1.6076 -0.6545 -0.8395 -0.2073 -0.06
C 0.0920 -1.0122 0.4279 1.6094 -3.1679 1.6640 0.49
O -0.3003 -2.3610 0.2642 0.7129 -0.2808 1.0504 -0.11
N 0.2832 -3.3907 1.1552 -0.9670 1.0051 0.1346 -0.58
C -0.4708 -0.3014 -0.6560 -0.7835 1.4191 -0.8080 -0.10
S -1.5606 -0.9407 -1.6494 -0.5725 -1.1964 -0.8335 -0.29
C -0.3332 1.1837 -0.7843 -2.9537 0.6392 -0.9078 0.43
C 0.9312 1.7197 -1.4432 -0.6164 -0.9213 0.0011 -1.24
C -0.8444 1.8923 0.5062 2.6315 0.2623 -1.1656 -1.83
H -0.5243 -3.9800 1.3930 -0.2109 0.8328 0.2313 0.26
H 0.7240 -4.0327 0.5259 0.8502 0.0744 -0.9396 0.24
H -1.3110 1.3672 -1.3855 2.2893 -0.0084 0.0861 0.32
H 0.8901 2.7779 -1.4561 0.2842 1.1423 0.4310 0.38
H 1.1653 1.4493 -2.4805 -0.6092 -0.5017 0.2348 0.32
H 1.6857 1.3008 -0.8192 1.3053 0.3592 0.3530 0.28
H -1.3214 1.2434 1.1466 -1.7441 -1.4483 1.0066 0.53
H -1.4316 2.6295 0.0711 -1.4374 1.6159 0.1904 0.50
H -0.1134 2.3293 1.1519 0.9370 0.5134 0.1059 0.39
```
Forces are in eV/Å.



No. 2
Computed, not measured: a gas-phase ion, C5H10NOS (charge +1), with wB97M-V/def2-TZVPD.

Kohn-Sham gap	0.3350	hartree
energy	-19711.873	eV
HOMO energy	-13.053	eV
energy above the lowest of the compared OMol25 structures with the same formula, charge and spin	1.0461	eV
charge	+1
LUMO	-3.94	eV

```
18
Properties=species:S:1:pos:R:3:forces:R:3:mulliken_charge:R:1
C 1.0666 -0.3204 -0.5124 -2.5612 -1.8373 -0.8447 1.10
C -0.3092 -0.4708 -0.4967 1.9882 -0.4439 2.3066 -0.20
C -1.0000 -0.7288 2.2166 -0.6648 -0.7723 1.7192 0.15
C 1.6811 0.4691 -1.5602 3.1890 2.3995 -1.6535 -1.20
C -1.4149 0.1448 -1.2910 -1.0183 2.0709 2.1479 -1.22
N -0.9452 0.5652 2.2888 -0.9671 -0.5850 1.6359 -0.24
O 1.7534 -1.0315 0.4241 0.4841 0.5116 -0.1338 -0.47
S -0.6476 -1.6229 0.8993 -0.6860 -0.9170 -1.4435 -0.04
H -1.3068 -1.2908 3.1618 0.2270 0.7160 -1.4967 0.34
H 1.6688 0.2785 -2.7056 -0.3848 -0.7203 2.1246 0.30
H 2.7985 0.6214 -1.3023 -1.6660 -0.1394 -0.4994 0.33
H 1.2356 1.4846 -1.5238 0.2566 -0.3622 0.1184 0.29
H -2.3852 -0.2780 -0.9803 0.4319 0.0628 -0.1120 0.36
H -1.3434 0.0090 -2.3216 0.4039 -0.3946 -1.7587 0.40
H -1.5423 1.2954 -1.1313 0.4574 -1.8808 -0.1288 0.27
H -1.4812 1.0649 2.9667 0.1109 0.2691 0.6202 0.26
H -0.5219 1.0598 1.5816 0.8712 1.4357 -2.0654 0.19
H 2.6936 -1.2497 0.2863 -0.4717 0.5874 -0.5362 0.38
```
Forces are in eV/Å.



No. 3
Computed, not measured: a gas-phase ion, C5H10NOS (charge +1), with wB97M-V/def2-TZVPD.

Kohn-Sham gap	0.3509	hartree
energy	-19710.051	eV
HOMO energy	-13.169	eV
energy above the lowest of the compared OMol25 structures with the same formula, charge and spin	2.8679	eV
charge	+1
LUMO	-3.62	eV

```
18
Properties=species:S:1:pos:R:3:forces:R:3:mulliken_charge:R:1
C 1.2488 -1.0766 -0.5928 -2.7734 0.6649 2.2460 -0.07
C -0.5236 1.0027 1.4712 1.6580 -1.6159 0.9721 -0.58
C 0.5948 -0.0700 1.9763 -2.0527 0.3355 -0.1749 -0.60
C -0.4087 0.1797 -0.9546 3.3436 -2.1300 3.6633 0.50
C -0.8212 0.3646 -2.2635 -1.3601 0.0628 -4.3307 -1.07
N -0.9171 0.8229 0.0395 -2.8657 0.0582 0.0149 -0.13
O 0.7336 -2.3156 -0.3134 0.1094 0.5914 -1.0687 -0.44
S 1.9659 -0.2068 0.8323 1.3030 0.3289 -0.7486 -0.01
H 1.8879 -1.1605 -1.4701 -0.3052 0.8149 -0.1514 0.41
H -1.3526 1.1245 2.2925 1.1698 -0.3413 -2.2925 0.35
H 0.0517 1.9031 1.3170 0.0618 0.6784 1.0151 0.39
H 0.9015 0.3127 2.9808 0.3282 -0.3204 -1.0280 0.38
H 0.2790 -1.1238 2.1457 -0.6242 0.9698 0.0526 0.27
H -1.9092 0.8379 -2.3598 2.1076 -1.2759 -0.0819 0.32
H -0.5704 -0.6038 -2.9528 -1.0109 2.5592 1.5764 0.32
H -0.1146 1.1951 -2.5810 -0.5945 -0.8521 -0.1880 0.32
H 0.7642 -2.5528 0.6165 0.0158 0.1937 0.2788 0.37
H -1.8100 1.3666 -0.1838 1.4892 -0.7220 0.2458 0.29
```
Forces are in eV/Å.



No. 4
Computed, not measured: 2 unconnected molecules or ions with the total composition C5H10NOS, with wB97M-V/def2-TZVPD.

Kohn-Sham gap (alpha / beta)	0.2269 / 0.2690	hartree
energy	-19706.144	eV
2S+1	3
HOMO energy (alpha / beta)	-9.596 / -13.613	eV
energy above the lowest of the compared OMol25 structures with the same formula, charge and spin	3.0982	eV
charge	+1
LUMO (alpha / beta)	-3.42 / -6.29	eV

```
18
Properties=species:S:1:pos:R:3:forces:R:3:mulliken_charge:R:1
C 0.1446 0.4822 1.2526 1.2447 0.2839 -2.4975 0.49
C -1.6426 -1.4964 -0.4842 1.9274 1.4547 -0.5146 -0.58
C -0.2511 -2.1242 -0.5966 -0.9283 0.3382 2.1384 -0.61
C -0.4111 -0.6471 -0.6357 -0.2586 -2.9278 -3.7256 0.01
C 1.3508 2.7250 2.1307 0.6090 1.9938 -5.5299 -0.95
N 0.0012 -0.3177 -2.0858 0.4407 0.3000 1.6407 -0.20
O -0.2557 0.0637 2.2360 -1.4451 -0.9947 4.4454 -0.37
S 0.9322 1.7855 0.5833 0.3788 0.6513 0.0592 -0.05
H -2.3165 -1.5211 -1.2665 -1.2625 -0.1059 -1.6827 0.24
H -2.1065 -1.4508 0.4403 -0.5885 -0.1873 1.8186 0.29
H -0.0345 -2.5696 0.3604 0.5583 -0.3149 -0.0447 0.28
H -0.0550 -2.6866 -1.4864 0.4989 -0.2296 -0.2527 0.31
H 2.0188 2.1277 2.5597 2.8299 -1.8831 2.2489 0.36
H 0.4508 2.8189 2.5556 -2.9915 0.8843 2.0889 0.35
H 1.7489 3.5976 1.5759 -0.0385 0.0267 1.4249 0.36
H -0.4887 -0.9363 -2.7056 -0.5816 0.0257 -0.9781 0.36
H 0.9925 -0.5121 -2.1717 0.3248 -0.2379 0.0257 0.38
H -0.0781 0.6612 -2.2619 -0.7178 0.9226 -0.6651 0.33
```
Forces are in eV/Å.



No. 5
Computed, not measured: a molecular structure, C5H10NS, with wB97M-V/def2-TZVPD.

Kohn-Sham gap	0.3242	hartree
energy	-17662.238	eV
HOMO energy	-13.156	eV
energy above the lowest of the compared OMol25 structures with the same formula, charge and spin	4.0844	eV
charge	+1
LUMO	-4.33	eV

```
17
Properties=species:S:1:pos:R:3:forces:R:3:mulliken_charge:R:1
C -0.3745 0.2479 1.0927 -3.9892 -1.2696 -1.7634 0.07
C -0.3633 0.5176 2.3680 2.9253 -0.5528 1.8680 -0.56
C -0.0240 -1.1578 -0.8558 -3.1846 -1.0222 0.1504 -0.62
C -1.2820 -0.4493 -1.4315 0.7541 1.6874 -0.1336 -0.62
C 1.3751 1.0030 -0.3486 -1.0579 1.9299 -3.3870 -0.72
N 0.6704 -0.2403 0.1320 2.0262 -0.9230 1.7634 0.03
S -2.3273 -0.0457 -0.0307 3.6906 1.4165 2.2049 -0.01
H -1.1657 0.7505 3.0761 -0.1143 0.0413 -1.0193 0.29
H 0.6377 0.4119 2.9546 -1.5412 0.2989 -1.1870 0.21
H -0.4977 -2.0137 -0.2225 1.3506 1.3908 -0.9113 0.41
H 0.5250 -1.5786 -1.6864 1.0893 0.2915 0.2936 0.39
H -1.0403 0.4306 -2.1569 -0.5130 -1.5804 1.3305 0.32
H -1.9857 -1.1308 -1.8554 0.3371 -0.8896 -1.2704 0.42
H 0.4745 1.5504 -0.8344 1.7395 -0.3609 0.8523 0.33
H 1.8161 1.6704 0.4191 -0.5686 -1.0383 0.0291 0.32
H 2.1437 0.9194 -1.2104 -1.2457 -0.7657 1.5707 0.30
H 1.4178 -0.8854 0.5903 -1.6984 1.3463 -0.3909 0.43
```
Forces are in eV/Å.



No. 6
Computed, not measured: a molecular structure, C5H10NiO3, with wB97M-V/def2-TZVPD.

Kohn-Sham gap (alpha / beta)	0.2082 / 0.2652	hartree
energy	-52530.045	eV
2S+1	3
HOMO energy (alpha / beta)	-5.058 / -6.831	eV
energy above the lowest of the compared OMol25 structures with the same formula, charge and spin	0.0000	eV
LUMO (alpha / beta)	0.61 / 0.39	eV

```
19
Properties=species:S:1:pos:R:3:forces:R:3:mulliken_charge:R:1
O 0.8886 1.5198 -0.5201 0.3739 0.8893 0.9061 -0.32
Ni 3.9636 0.4627 0.4456 0.4849 0.2473 0.1358 -0.02
O 2.1698 -0.2217 -0.0780 -1.0950 -0.2712 0.1012 -0.49
C 1.0584 0.2426 -0.2916 1.0009 -0.1867 -1.0188 0.57
O -0.0188 -0.4644 -0.5072 -0.8473 -0.1061 -0.0741 -0.30
C -0.4027 2.1591 -0.5894 -0.3558 -0.0884 -0.6921 -0.18
C -1.2097 2.1220 0.6875 -0.0227 -0.0153 0.2680 -1.01
H -0.1637 3.1898 -0.8733 0.0271 -0.2931 0.0971 0.32
H -0.9495 1.6963 -1.4193 0.0044 0.1049 0.1659 0.28
H -0.6608 2.5947 1.5125 -0.1118 -0.2217 -0.1577 0.30
H -2.1350 2.6949 0.5380 0.2358 -0.1196 -0.0291 0.36
H -1.4977 1.0975 0.9545 0.1523 0.2744 0.0077 0.26
C 0.0567 -1.8902 -0.6879 0.1159 -0.3564 0.0054 -0.27
C -0.3018 -2.5941 0.6005 -0.0408 -0.1772 0.1282 -1.06
H -0.6719 -2.0941 -1.4797 0.1280 0.0203 0.1971 0.26
H 1.0513 -2.1720 -1.0502 -0.1422 0.2013 0.1638 0.34
H -1.3210 -2.3328 0.9154 0.2671 -0.0661 -0.0660 0.28
H 0.3994 -2.3309 1.4031 -0.1474 -0.0684 -0.2320 0.30
H -0.2552 -3.6791 0.4397 -0.0274 0.2328 0.0935 0.38
```
Forces are in eV/Å.



No. 7
Computed, not measured: C5H10O in the gas phase, with wB97M-V/def2-TZVPD.

Kohn-Sham gap	0.4105	hartree
energy	-7393.655	eV
HOMO energy	-10.038	eV
energy above the lowest of the compared OMol25 structures with the same formula, charge and spin	1.1107	eV
SMILES	CC[C@H]1O[C@H]1C
LUMO	1.13	eV

```
16
Properties=species:S:1:pos:R:3:forces:R:3:mulliken_charge:R:1
C -0.8855 -1.5423 -1.2532 -0.0095 -0.0048 -0.0694 -1.21
C -0.8116 -0.8964 0.1301 0.0508 -0.0181 0.0487 -0.31
C -0.7518 0.6102 0.0484 -0.0881 -0.1850 -0.2136 -0.01
O -0.6642 1.3267 1.2734 -0.1071 0.0877 0.2028 -0.48
C 0.4251 1.4327 0.3642 0.2315 0.0592 -0.1409 0.06
C 1.7544 0.8958 0.8235 -0.0112 -0.0547 0.0210 -1.32
H -1.7714 -1.1995 -1.8005 0.1282 -0.0428 0.0779 0.31
H -0.9445 -2.6327 -1.1768 0.0111 0.1664 0.0001 0.35
H -0.0062 -1.2959 -1.8582 -0.0952 -0.0226 0.0891 0.31
H -1.7000 -1.1643 0.7137 0.0590 0.0374 -0.0650 0.26
H 0.0470 -1.2843 0.6871 -0.1067 0.0738 -0.0703 0.24
H -1.4706 1.0389 -0.6584 0.1042 -0.0470 0.1377 0.40
H 0.4808 2.4070 -0.1278 -0.0144 -0.1289 0.0657 0.41
H 1.6513 -0.0748 1.3139 0.0018 0.1290 -0.0705 0.36
H 2.2056 1.5866 1.5432 -0.0616 -0.0699 -0.0993 0.34
H 2.4417 0.7923 -0.0228 -0.0928 0.0203 0.0860 0.28
```
Forces are in eV/Å.



No. 8
Computed, not measured: C5H10O in the gas phase, with wB97M-V/def2-TZVPD.

Kohn-Sham gap	0.3144	hartree
energy	-7390.242	eV
HOMO energy	-8.218	eV
energy above the lowest of the compared OMol25 structures with the same formula, charge and spin	4.5237	eV
LUMO	0.34	eV

```
16
Properties=species:S:1:pos:R:3:forces:R:3:mulliken_charge:R:1
C -2.3965 0.3378 -0.1595 -0.1288 0.0283 -0.0112 -1.24
C -1.1277 -0.4865 -0.0021 -0.0586 -0.0716 0.0220 -0.31
C 0.0888 0.4071 0.1530 -0.1483 0.0602 0.0459 -0.44
C 1.3433 -0.3948 0.3521 -0.4361 -0.0720 0.0978 -0.60
C 3.3686 -0.1778 -0.0618 0.4542 0.0946 -0.3150 -0.20
O 2.3956 0.6219 0.3961 0.1499 -0.5779 -0.3098 -0.18
H -3.2779 -0.2990 -0.2685 0.0529 0.0924 0.0072 0.36
H -2.5440 0.9824 0.7142 -0.0263 -0.0892 -0.1247 0.31
H -2.3298 0.9845 -1.0419 -0.0366 -0.0930 0.1176 0.31
H -1.2060 -1.1454 0.8724 -0.0570 0.0739 -0.1036 0.32
H -0.9880 -1.1417 -0.8735 -0.0500 0.1002 0.1274 0.32
H 0.2314 1.0283 -0.7410 -0.1002 -0.0834 0.1517 0.25
H -0.0156 1.0890 1.0037 -0.1214 -0.0388 -0.0673 0.31
H 1.4648 -1.0572 -0.5265 0.0263 0.1773 0.2613 0.35
H 1.3857 -1.0175 1.2494 -0.0499 0.1822 -0.0231 0.31
H 3.6073 0.2688 -1.0659 0.5299 0.2168 0.1236 0.12
```
Forces are in eV/Å.



No. 9
Computed, not measured: 2 unconnected molecules or ions with the total composition C5H10O, with wB97M-V/def2-TZVPD.

Kohn-Sham gap	0.3922	hartree
energy	-7393.447	eV
HOMO energy	-9.654	eV
energy above the lowest of the compared OMol25 structures with the same formula, charge and spin	1.3179	eV
SMILES	C=CCC=O.C
LUMO	1.02	eV

```
16
Properties=species:S:1:pos:R:3:forces:R:3:mulliken_charge:R:1
C -0.7015 -1.8573 -0.3915 0.1308 0.0175 0.0949 -0.75
C 0.2747 -1.4320 0.4031 -0.1414 -0.0853 -0.0796 -0.10
C 1.5828 -0.8748 -0.0975 0.0015 -0.0015 -0.1455 -0.44
C 1.6677 0.6142 0.1662 0.0585 0.1856 -0.2317 0.00
O 1.8332 1.4456 -0.6930 -0.0283 -0.3917 0.4193 -0.47
H -1.6357 -2.2366 0.0134 0.1435 0.0517 -0.0462 0.29
H -0.6027 -1.8371 -1.4751 0.0092 -0.0063 0.1618 0.23
H 0.1351 -1.4565 1.4842 0.0154 0.0075 -0.1468 0.30
H 2.4175 -1.3612 0.4282 -0.0991 0.1040 -0.0506 0.29
H 1.7028 -1.0373 -1.1725 -0.0295 0.0004 0.1410 0.29
H 1.5493 0.9112 1.2312 0.0079 0.0327 -0.1189 0.34
C -1.6448 1.8251 0.0217 -0.0036 -0.0063 -0.0204 -0.84
H -1.6382 2.4382 0.9263 -0.0100 -0.0786 -0.1172 0.25
H -1.6346 0.7661 0.2912 -0.0162 0.1923 -0.0276 0.12
H -2.5454 2.0409 -0.5580 0.1136 -0.0133 0.0864 0.30
H -0.7602 2.0517 -0.5777 -0.1523 -0.0089 0.0811 0.18
```
Forces are in eV/Å.



No. 10
Computed, not measured: C5H10O in the gas phase, with wB97M-V/def2-TZVPD.

Kohn-Sham gap	0.3807	hartree
energy	-7390.768	eV
HOMO energy	-9.192	eV
energy above the lowest of the compared OMol25 structures with the same formula, charge and spin	3.9975	eV
SMILES	CCOC1CC1
LUMO	1.17	eV

```
16
Properties=species:S:1:pos:R:3:forces:R:3:mulliken_charge:R:1
C -2.1997 -1.1483 0.5752 0.1831 0.1556 -0.1714 -1.17
C -0.9904 -0.2304 0.7660 0.1570 0.4017 0.2374 -0.09
O -0.4967 0.2579 -0.4876 0.4845 1.1711 0.6785 -0.37
C 0.8058 1.1329 -0.5470 -1.6357 -0.4006 0.8721 -0.07
C 2.0728 0.5301 0.0187 -0.6017 -0.1791 0.1245 -0.55
C 1.6335 0.3084 -1.4238 -1.2512 -0.6785 -0.1319 -0.61
H -2.5917 -1.4789 1.5487 0.2277 0.1740 -0.2324 0.36
H -1.9337 -2.0416 0.0013 0.0016 0.1482 0.0481 0.31
H -3.0040 -0.6264 0.0479 0.1324 -0.0535 0.0483 0.29
H -1.2718 0.6493 1.3480 -0.0717 -0.0976 0.2680 0.30
H -0.1895 -0.7604 1.3014 -0.1315 0.0795 -0.0764 0.21
H 0.5318 2.1810 -0.5770 0.1842 -0.1224 0.0686 0.39
H 2.8745 1.2325 0.2983 -0.4792 -0.2444 -0.4972 0.25
H 2.0128 -0.3055 0.7118 -0.0835 0.1206 -0.0853 0.18
H 2.2304 0.6898 -2.2737 -0.6926 -0.4222 0.5270 0.25
H 0.5159 -0.3903 -1.3082 3.5764 -0.0525 -1.6779 0.32
```
Forces are in eV/Å.



Q: Which formula does entry 8 have?
A: C5H10O